Record 1
18
Properties=species:S:1:pos:R:3:lowdin_charge:R:1 method="wB97M-V/def2-TZVPD" de_lowest_kj_mol=170.77 total_energy_ev=-8335.34909 total_charge=+1 max_force_ev_per_a=4.1 homo_lumo_gap_ev=10.29
C 1.715 0.332 1.712 0.07
N 1.402 0.679 0.537 0.08
C 0.939 0.005 -0.630 -0.24
C 1.696 -0.045 -1.945 0.05
N -0.217 -0.561 -0.546 0.10
C -1.308 -0.408 0.467 -0.16
C -1.477 1.093 0.790 -0.06
H 1.828 -0.748 1.871 0.11
H 1.768 0.946 2.584 0.10
H 2.297 -0.841 -1.863 0.06
H 2.330 0.797 -2.137 0.10
H 1.057 -0.173 -2.818 0.11
H -0.544 -1.061 -1.415 0.19
H -1.026 -1.011 1.415 0.15
H -2.244 -0.814 0.099 0.12
H -2.171 1.182 1.701 0.12
H -0.487 1.380 1.052 0.03
H -2.079 1.595 0.085 0.07

***

Record 2
54
Properties=species:S:1:pos:R:3:lowdin_charge:R:1 method="wB97M-V/def2-TZVPD" de_lowest_kj_mol=0.00 total_energy_ev=-60468.14690 total_charge=0 max_force_ev_per_a=1.2 homo_lumo_gap_ev=8.98 smiles="CCOC(=O)c1ccc(NC(=O)CSc2nnc(Cn3c(=O)sc4ccccc43)n2C)cc1"
C -5.631 -1.275 -2.061 -0.06
C -5.390 -2.228 -0.899 -0.22
O -3.997 -2.418 -0.660 -0.01
C -3.381 -1.498 0.095 -0.44
O -3.950 -0.552 0.591 0.10
C -1.938 -1.775 0.261 -0.12
C -1.292 -2.802 -0.423 0.00
C 0.062 -3.013 -0.257 0.01
C 0.793 -2.188 0.597 -0.20
N 2.168 -2.308 0.787 0.12
C 3.061 -3.039 0.069 -0.54
O 2.791 -3.894 -0.742 0.07
C 4.504 -2.641 0.371 -0.34
S 4.980 -1.245 -0.710 1.01
C 4.045 0.026 0.014 -0.61
N 3.540 0.024 1.225 0.00
N 2.843 1.158 1.375 0.09
C 2.935 1.845 0.270 -0.27
C 2.217 3.122 0.007 -0.03
N 0.835 2.855 -0.348 -0.02
C 0.482 2.745 -1.659 -0.72
O 1.236 2.846 -2.598 0.00
S -1.265 2.439 -1.785 1.11
C -1.423 2.453 -0.039 -0.46
C -2.574 2.285 0.708 -0.10
C -2.466 2.316 2.088 -0.09
C -1.232 2.494 2.700 -0.08
C -0.079 2.667 1.954 -0.02
C -0.183 2.664 0.572 -0.24
N 3.695 1.166 -0.644 -0.04
C 4.060 1.542 -1.981 -0.01
C 0.146 -1.162 1.291 0.00
C -1.205 -0.963 1.126 0.00
H -6.697 -1.196 -2.254 0.08
H -5.133 -1.641 -2.956 0.08
H -5.241 -0.290 -1.819 0.07
H -5.779 -3.225 -1.119 0.12
H -5.857 -1.838 0.012 0.12
H -1.857 -3.432 -1.091 0.12
H 0.563 -3.804 -0.790 0.10
H 2.563 -1.591 1.399 0.09
H 4.662 -2.335 1.403 0.08
H 5.176 -3.450 0.090 0.09
H 2.233 3.746 0.902 0.14
H 2.678 3.655 -0.829 0.13
H -3.522 2.111 0.227 0.11
H -3.351 2.178 2.688 0.11
H -1.165 2.493 3.777 0.11
H 0.880 2.776 2.433 0.10
H 4.353 0.645 -2.526 0.07
H 3.210 2.010 -2.480 0.07
H 4.903 2.236 -1.964 0.11
H 0.715 -0.519 1.947 0.10
H -1.716 -0.176 1.658 0.10

***

Record 3
72
Properties=species:S:1:pos:R:3:lowdin_spin:R:1 method="wB97M-V/def2-TZVPD" de_lowest_kj_mol=95.66 total_energy_ev=-130584.76537 total_charge=+1 max_force_ev_per_a=0.8 homo_lumo_gap_ev="6.37 / 6.72" s2=3.808 spin_multiplicity=4
Cr 0.552 1.307 -1.135 2.96
N -0.347 2.769 0.851 0.03
N -0.808 3.999 0.363 0.00
C -0.239 4.492 -0.727 0.00
N -0.568 5.717 -1.133 0.00
S 0.936 3.614 -1.599 -0.04
H -1.080 2.331 1.398 0.00
H 0.466 2.940 1.450 0.00
H -1.499 4.518 0.885 0.00
H -1.154 6.327 -0.587 0.00
H -0.149 6.081 -1.971 0.00
N 6.914 -1.749 3.759 0.00
C 5.836 -1.063 3.294 0.00
C 5.873 0.334 3.180 0.00
C 4.778 1.027 2.712 0.00
C 3.623 0.342 2.360 0.00
C 3.571 -1.046 2.468 0.00
C 4.664 -1.745 2.926 0.00
S 2.232 1.196 1.766 0.00
O 2.443 2.619 1.914 0.00
O 1.018 0.652 2.335 0.00
N 2.083 0.827 0.184 0.01
C 3.036 1.084 -0.750 0.01
N 4.339 1.238 -0.575 0.00
C 5.039 1.410 -1.692 0.01
C 4.484 1.446 -2.971 0.00
C 3.109 1.342 -3.060 0.00
N 2.406 1.163 -1.946 -0.03
H 7.756 -1.273 4.022 0.00
H 6.898 -2.748 3.834 0.00
H 6.769 0.868 3.463 0.00
H 4.810 2.103 2.616 0.00
H 2.667 -1.575 2.196 0.00
H 4.622 -2.822 3.012 0.00
H 6.108 1.534 -1.563 0.00
H 5.098 1.574 -3.848 0.00
H 2.551 1.407 -3.986 0.00
C -1.108 -1.788 1.010 0.00
C -1.516 -0.432 0.533 0.01
O -0.744 0.191 -0.197 0.01
C -2.793 0.198 0.908 0.00
C -3.292 1.226 0.101 0.00
C -4.495 1.826 0.427 0.00
C -5.188 1.418 1.561 0.00
C -4.693 0.402 2.367 0.00
C -3.502 -0.223 2.033 0.00
H -0.564 -2.294 0.211 0.00
H -1.939 -2.401 1.347 0.00
H -0.405 -1.629 1.833 0.00
H -2.748 1.513 -0.792 0.00
H -4.906 2.598 -0.209 0.00
H -6.129 1.888 1.814 0.00
H -5.238 0.090 3.246 0.00
H -3.116 -1.015 2.659 0.00
S -0.211 -4.326 -1.973 0.00
C -0.725 -2.835 -2.430 0.00
S 0.374 -1.502 -2.751 0.01
C -0.981 -0.428 -2.917 0.01
N -2.126 -1.000 -2.822 -0.01
N -1.979 -2.347 -2.594 0.00
C -3.187 -3.083 -2.388 0.00
C -4.197 -2.504 -1.633 0.00
C -5.374 -3.204 -1.432 0.00
C -5.538 -4.469 -1.979 0.00
C -4.524 -5.029 -2.742 0.00
C -3.342 -4.338 -2.955 0.00
S -0.757 1.307 -3.051 0.00
H -4.063 -1.510 -1.226 0.00
H -6.168 -2.759 -0.848 0.00
H -6.457 -5.014 -1.816 0.00
H -4.652 -6.009 -3.181 0.00
H -2.553 -4.764 -3.556 0.00

***

Please write out number 2 again, unchanged.
54
Properties=species:S:1:pos:R:3:lowdin_charge:R:1 method="wB97M-V/def2-TZVPD" de_lowest_kj_mol=0.00 total_energy_ev=-60468.14690 total_charge=0 max_force_ev_per_a=1.2 homo_lumo_gap_ev=8.98 smiles="CCOC(=O)c1ccc(NC(=O)CSc2nnc(Cn3c(=O)sc4ccccc43)n2C)cc1"
C -5.631 -1.275 -2.061 -0.06
C -5.390 -2.228 -0.899 -0.22
O -3.997 -2.418 -0.660 -0.01
C -3.381 -1.498 0.095 -0.44
O -3.950 -0.552 0.591 0.10
C -1.938 -1.775 0.261 -0.12
C -1.292 -2.802 -0.423 0.00
C 0.062 -3.013 -0.257 0.01
C 0.793 -2.188 0.597 -0.20
N 2.168 -2.308 0.787 0.12
C 3.061 -3.039 0.069 -0.54
O 2.791 -3.894 -0.742 0.07
C 4.504 -2.641 0.371 -0.34
S 4.980 -1.245 -0.710 1.01
C 4.045 0.026 0.014 -0.61
N 3.540 0.024 1.225 0.00
N 2.843 1.158 1.375 0.09
C 2.935 1.845 0.270 -0.27
C 2.217 3.122 0.007 -0.03
N 0.835 2.855 -0.348 -0.02
C 0.482 2.745 -1.659 -0.72
O 1.236 2.846 -2.598 0.00
S -1.265 2.439 -1.785 1.11
C -1.423 2.453 -0.039 -0.46
C -2.574 2.285 0.708 -0.10
C -2.466 2.316 2.088 -0.09
C -1.232 2.494 2.700 -0.08
C -0.079 2.667 1.954 -0.02
C -0.183 2.664 0.572 -0.24
N 3.695 1.166 -0.644 -0.04
C 4.060 1.542 -1.981 -0.01
C 0.146 -1.162 1.291 0.00
C -1.205 -0.963 1.126 0.00
H -6.697 -1.196 -2.254 0.08
H -5.133 -1.641 -2.956 0.08
H -5.241 -0.290 -1.819 0.07
H -5.779 -3.225 -1.119 0.12
H -5.857 -1.838 0.012 0.12
H -1.857 -3.432 -1.091 0.12
H 0.563 -3.804 -0.790 0.10
H 2.563 -1.591 1.399 0.09
H 4.662 -2.335 1.403 0.08
H 5.176 -3.450 0.090 0.09
H 2.233 3.746 0.902 0.14
H 2.678 3.655 -0.829 0.13
H -3.522 2.111 0.227 0.11
H -3.351 2.178 2.688 0.11
H -1.165 2.493 3.777 0.11
H 0.880 2.776 2.433 0.10
H 4.353 0.645 -2.526 0.07
H 3.210 2.010 -2.480 0.07
H 4.903 2.236 -1.964 0.11
H 0.715 -0.519 1.947 0.10
H -1.716 -0.176 1.658 0.10